[1]
{
  "formula": "C29H36CoN7O4PS2SeSi",
  "method": "ωB97M-V with the def2-TZVPD basis set",
  "total_charge": 1,
  "spin_multiplicity": 5,
  "relative_energy_kcal_mol": 39.2,
  "e_lumo_ev": [-2.87, -2.90],
  "s2": 6.027,
  "symbols": ["Co", "O", "C", "C", "C", "C", "C", "C", "C", "O", "N", "N", "C", "C", "C", "C", "C", "C", "N", "H", "H", "H", "H", "H", "H", "H", "H", "H", "H", "C", "Si", "C", "C", "Se", "H", "H", "H", "H", "H", "H", "H", "H", "H", "C", "N", "C", "N", "C", "N", "C", "P", "C", "C", "H", "H", "H", "H", "H", "H", "H", "H", "H", "H", "H", "H", "H", "O", "S", "O", "N", "C", "S", "C", "C", "C", "C", "C", "C", "H", "H", "H", "H"],
  "xyz": [[-0.57788, -0.97031, -0.53252], [-3.15009, -2.95725, -4.81770], [-2.77405, -1.75356, -5.27831], [-2.86804, -1.52235, -6.65356], [-2.52762, -0.29646, -7.18408], [-2.08072, 0.73657, -6.35857], [-1.96073, 0.50116, -5.00377], [-2.28530, -0.73749, -4.44132], [-2.03888, -0.97016, -3.00500], [-1.24201, -0.12943, -2.39141], [-2.55675, -2.01123, -2.42133], [-2.08624, -2.07655, -1.12939], [-2.70808, -2.76925, -0.19473], [-2.09610, -2.74471, 1.07722], [-2.63906, -3.37666, 2.21791], [-1.95246, -3.37073, 3.39609], [-0.68514, -2.74056, 3.45477], [-0.22066, -2.10935, 2.33866], [-0.89940, -2.05346, 1.16500], [-3.09664, -2.93381, -3.83446], [-3.22744, -2.32727, -7.27938], [-2.62708, -0.13245, -8.24894], [-1.84921, 1.70791, -6.77322], [-1.63545, 1.28782, -4.33482], [-3.63320, -3.29597, -0.39256], [-3.59736, -3.87053, 2.12617], [-2.36379, -3.85115, 4.27337], [-0.08308, -2.75659, 4.35188], [0.73908, -1.60962, 2.35655], [3.80296, 2.50717, 1.62434], [2.24557, 2.72425, 2.62847], [2.61328, 2.47237, 4.41244], [1.35596, 4.31081, 2.28507], [0.94439, 1.10062, 1.50686], [4.61454, 3.06057, 2.10064], [3.70754, 2.87644, 0.60013], [4.10343, 1.45767, 1.59491], [3.36647, 3.22094, 4.67577], [3.02611, 1.48212, 4.60221], [1.74845, 2.60135, 5.06038], [1.94745, 5.16344, 2.62548], [0.40316, 4.33650, 2.81634], [1.15384, 4.42695, 1.22042], [2.03142, 1.03198, -4.66492], [2.09069, 1.85210, -3.36043], [3.49128, 1.70583, -2.75452], [3.82306, 0.34014, -2.56830], [3.74810, -0.37714, -3.84177], [2.41351, -0.31216, -4.42969], [1.41135, -1.07328, -3.68205], [1.20015, -0.38750, -1.98161], [1.03772, 1.40928, -2.39132], [3.00498, -0.31918, -1.53727], [2.72371, 1.52078, -5.35167], [1.00912, 1.09859, -5.04067], [1.92897, 2.83274, -3.59410], [3.47617, 2.24791, -1.80729], [4.18021, 2.18452, -3.45148], [4.01335, -1.42011, -3.67841], [4.46379, 0.06165, -4.53894], [1.72796, -2.11480, -3.61364], [0.45275, -1.04768, -4.20529], [1.13640, 1.99766, -1.47586], [0.05736, 1.57634, -2.83042], [3.37843, -1.33591, -1.40553], [3.13156, 0.19414, -0.57978], [0.81611, -1.67400, 6.04383], [0.24523, -0.36440, 6.04463], [0.69818, 0.62158, 6.97327], [0.38121, 0.27966, 4.49676], [-0.77260, 0.45400, 3.99268], [-1.04627, 1.18585, 2.43125], [-1.95617, 0.04888, 4.80279], [-3.30435, 0.09325, 4.49727], [-4.20125, -0.36457, 5.45536], [-3.75318, -0.85141, 6.67951], [-2.39572, -0.90033, 6.98233], [-1.52266, -0.44449, 6.01965], [-3.65426, 0.46625, 3.54384], [-5.26153, -0.34377, 5.24672], [-4.47188, -1.19901, 7.40910], [-2.04271, -1.28112, 7.92996]]
}


[2]
{
  "formula": "CH5N2O2",
  "method": "ωB97M-V with the def2-TZVPD basis set",
  "total_charge": 1,
  "spin_multiplicity": 1,
  "relative_energy_kcal_mol": 28.4,
  "e_lumo_ev": -3.82,
  "symbols": ["C", "N", "N", "O", "O", "H", "H", "H", "H", "H"],
  "xyz": [[-1.22346, -1.06585, 0.50608], [-0.71964, -0.98737, 1.65144], [0.86477, 1.02523, -1.14274], [0.30221, 0.25114, -0.09171], [-1.73619, -1.18528, -0.50447], [-0.37138, -1.61359, 2.36307], [-0.09943, -0.13516, 1.52673], [0.34551, 0.73632, -2.03044], [0.76075, 2.11433, -0.99705], [1.87686, 0.86022, -1.28091]]
}


[3]
{
  "formula": "C3H9N2",
  "method": "ωB97M-V with the def2-TZVPD basis set",
  "total_charge": 1,
  "spin_multiplicity": 1,
  "relative_energy_kcal_mol": 153.5,
  "e_lumo_ev": -8.70,
  "symbols": ["C", "C", "N", "C", "N", "H", "H", "H", "H", "H", "H", "H", "H", "H"],
  "xyz": [[1.69483, 0.01633, 0.37933], [0.66396, 0.74821, -0.43165], [-1.19550, -0.39495, 1.11601], [-1.76608, -0.32799, -0.09181], [-0.31881, -0.01488, -1.14438], [2.35589, -0.61521, -0.20172], [1.17325, -0.56914, 1.13675], [2.26033, 0.79257, 0.93373], [1.05077, 1.55949, -1.10469], [0.05144, 1.42484, 0.20192], [-2.13058, -1.18730, -0.64865], [-1.63070, -1.18085, 1.62191], [-2.37786, 0.55860, -0.18353], [0.16906, -0.80973, -1.58321]]
}


[4]
{
  "formula": "C10H11BiCl6Mn",
  "method": "ωB97M-V with the def2-TZVPD basis set",
  "total_charge": -1,
  "spin_multiplicity": 5,
  "e_lumo_ev": [2.54, 2.58],
  "s2": 6.183,
  "symbols": ["Mn", "Cl", "C", "H", "H", "H", "Bi", "C", "C", "C", "H", "H", "H", "H", "H", "H", "H", "H", "Cl", "C", "C", "C", "Cl", "C", "Cl", "C", "Cl", "C", "Cl"],
  "xyz": [[0.04879, -0.71856, -0.14597], [1.27440, 1.23916, -0.34379], [-1.86040, -0.70658, 0.04225], [-1.93686, -1.61531, 0.66940], [-2.14242, -0.81839, -1.02067], [-2.28179, 0.16400, 0.53520], [-0.13776, 0.18929, -2.59644], [-2.16672, 0.91870, -3.37517], [1.69239, 0.91442, -3.64677], [0.23684, -1.92373, -2.01460], [2.45797, 0.98514, -2.84942], [1.94352, 0.11567, -4.35506], [1.53818, 1.89258, -4.14370], [-2.98874, 0.40543, -2.87100], [-2.14896, 1.98022, -3.11404], [-2.18172, 0.75987, -4.46444], [-0.47494, -2.76657, -1.81190], [1.18411, -2.34334, -2.41176], [1.69558, -1.90297, 1.03123], [1.18525, -0.71672, 2.27971], [0.11707, 0.06156, 1.92653], [-0.46448, 0.96047, 2.81116], [-1.74781, 2.00112, 2.35890], [0.03811, 0.96259, 4.16357], [-0.77158, 1.86550, 5.39109], [1.17210, 0.19131, 4.50238], [1.83748, 0.22344, 6.07383], [1.77504, -0.65615, 3.53233], [3.10737, -1.66216, 3.84716]]
}


[5]
{
  "formula": "C4H5N3",
  "method": "ωB97M-V with the def2-TZVPD basis set",
  "spin_multiplicity": 1,
  "relative_energy_kcal_mol": 3.3,
  "e_lumo_ev": 1.08,
  "symbols": ["N", "C", "N", "C", "C", "C", "N", "H", "H", "H", "H", "H"],
  "xyz": [[-1.76909, -1.43847, -0.21641], [-0.67965, -0.63384, -0.17353], [-0.81785, 0.58330, -0.72608], [0.13462, 1.45619, -0.42262], [1.21847, 1.14496, 0.38655], [1.37868, -0.20977, 0.63454], [0.44023, -1.11842, 0.38718], [-1.70739, -2.38628, 0.11328], [-2.56012, -1.14024, -0.76273], [0.06844, 2.43242, -0.89790], [1.94625, 1.87789, 0.71177], [2.34742, -0.56775, 0.96595]]
}


[6]
{
  "formula": "C24H24FNO2S",
  "method": "ωB97M-V with the def2-TZVPD basis set",
  "spin_multiplicity": 1,
  "relative_energy_kcal_mol": 9.3,
  "e_lumo_ev": 0.64,
  "symbols": ["C", "C", "C", "C", "C", "C", "O", "C", "C", "N", "C", "O", "C", "C", "C", "C", "C", "C", "S", "C", "C", "C", "C", "C", "F", "C", "C", "C", "C", "H", "H", "H", "H", "H", "H", "H", "H", "H", "H", "H", "H", "H", "H", "H", "H", "H", "H", "H", "H", "H", "H", "H", "H"],
  "xyz": [[-1.45780, -4.51347, 0.29876], [-0.70761, -3.19908, 0.07595], [-1.65835, -2.03663, 0.09086], [-2.34578, -1.67047, -1.05653], [-3.24381, -0.61916, -1.05548], [-3.46598, 0.09383, 0.11417], [-4.32133, 1.16465, 0.23730], [-4.66441, 1.90704, -0.90931], [-3.43049, 2.54820, -1.59296], [-2.34752, 2.68759, -0.64972], [-1.23107, 1.92574, -0.77825], [-0.96293, 1.37019, -1.83684], [-0.34549, 1.77954, 0.38940], [-0.51182, 2.48320, 1.57969], [0.31067, 2.25335, 2.66256], [1.31570, 1.30264, 2.56271], [1.50844, 0.60675, 1.38843], [0.69408, 0.83476, 0.28106], [0.90681, -0.00021, -1.23874], [2.31440, -1.15398, -0.89804], [3.63851, -0.48699, -0.70132], [4.53406, -0.95855, 0.25279], [5.76495, -0.35371, 0.43171], [6.08997, 0.73377, -0.35684], [7.28875, 1.33306, -0.18488], [5.22244, 1.22392, -1.31568], [3.99822, 0.60545, -1.48269], [-2.79454, -0.27657, 1.27657], [-1.90444, -1.32989, 1.26072], [-0.76777, -5.35436, 0.28678], [-2.20006, -4.66173, -0.48194], [-1.97032, -4.49746, 1.25811], [0.03715, -3.07529, 0.86543], [-0.19059, -3.23707, -0.88478], [-2.16703, -2.20472, -1.97776], [-3.75307, -0.36139, -1.97068], [-5.22601, 1.30277, -1.63195], [-5.32882, 2.68548, -0.52353], [-3.70714, 3.52501, -2.00063], [-3.04939, 1.92170, -2.40299], [-2.61230, 3.00785, 0.26869], [-1.28230, 3.23529, 1.66615], [0.17263, 2.80773, 3.57811], [1.96158, 1.10772, 3.40600], [2.31061, -0.10773, 1.33772], [2.05691, -1.81115, -0.06906], [2.33276, -1.74911, -1.81382], [4.27106, -1.81253, 0.86139], [6.46571, -0.71276, 1.16876], [5.50891, 2.07362, -1.91477], [3.30311, 0.97491, -2.22105], [-2.97849, 0.28198, 2.18165], [-1.38076, -1.59374, 2.16875]]
}